Run P
Here is the molecule C3H6N4 from the Open Molecules 2025 dataset. Energies are from ωB97M-V with the def2-TZVPD basis set.

The HOMO-LUMO gap is 11.676 eV.

Structure (ORCA input):
```
! wB97M-V def2-TZVPD RIJCOSX def2/J DEFGRID3
* xyz 0 1
C -1.84 0.04 -0.53
C -1.00 0.04 0.75
C 0.54 0.13 0.40
N 1.28 -1.02 0.72
N 2.44 -0.90 0.24
N 2.51 0.24 -0.34
N 1.37 0.95 -0.31
H -2.86 0.01 -0.14
H -1.48 -0.85 -1.02
H -1.75 1.02 -1.12
H -1.19 -0.90 1.07
H -1.24 0.85 1.33
H 3.20 0.37 -1.06
*
```

=====

Run Q
Here is a cluster of 2 separate species, C3H6N4 in total from the Open Molecules 2025 dataset. Energies are from ωB97M-V with the def2-TZVPD basis set.

The HOMO-LUMO gap is 9.130 eV.

Structure (ORCA input):
```
! wB97M-V def2-TZVPD RIJCOSX def2/J DEFGRID3
* xyz 0 1
C 0.03 0.30 -1.76
C -0.91 -0.58 -1.82
C -0.91 0.39 0.19
N 0.10 0.92 -0.53
N -1.45 -0.60 -0.47
N 1.70 0.17 2.23
N 0.55 -0.06 2.39
H 0.80 0.34 -2.51
H -1.25 -1.19 -2.66
H -2.29 -1.15 -0.21
H 2.42 -0.37 1.73
H 2.32 1.11 2.38
H -1.11 0.73 1.06
*
```

=====

Run R
Here is the molecule C3H6N4 from the Open Molecules 2025 dataset. Energies are from ωB97M-V with the def2-TZVPD basis set.

The HOMO-LUMO gap is 9.164 eV.

Structure (ORCA input):
```
! wB97M-V def2-TZVPD RIJCOSX def2/J DEFGRID3
* xyz 0 1
H -0.69 -0.80 1.21
N -1.62 -1.15 0.82
N -2.17 -0.64 -0.11
N -1.84 0.58 -0.49
N -1.05 1.56 0.02
C 0.09 1.27 0.46
C 0.84 0.02 0.27
C 0.72 -0.77 -0.78
H -2.37 0.96 -1.26
H 0.66 2.08 0.89
H 1.46 -0.24 1.13
H 1.54 -1.56 -0.75
H 0.21 -0.61 -1.75
*
```

=====

Verdict on stability: run R comes out at the bottom.

=====

Run P
Here is the molecule C3H6N4 from the Open Molecules 2025 dataset. Energies are from ωB97M-V with the def2-TZVPD basis set.

The HOMO-LUMO gap is 10.775 eV.

Structure (ORCA input):
```
! wB97M-V def2-TZVPD RIJCOSX def2/J DEFGRID3
* xyz 0 1
C 0.72 1.41 -0.35
C -0.58 0.66 -0.32
N -1.80 1.15 -0.31
N -2.56 0.10 -0.04
N -1.88 -0.94 0.28
N -0.59 -0.67 0.04
C 0.56 -1.49 0.47
H 1.06 1.51 -1.49
H 0.70 2.32 0.14
H 1.65 0.84 0.00
H 1.21 -1.39 -0.38
H 1.00 -1.00 1.26
H 0.51 -2.52 0.70
*
```

=====

Run Q
Here is the molecule C3H6N4 from the Open Molecules 2025 dataset. Energies are from ωB97M-V with the def2-TZVPD basis set.

The HOMO-LUMO gap is 9.169 eV.

Structure (ORCA input):
```
! wB97M-V def2-TZVPD RIJCOSX def2/J DEFGRID3
* xyz 0 1
H 0.80 -1.20 1.92
N 0.03 -1.81 1.22
C 0.07 -0.92 0.28
C -0.60 -1.17 -1.05
C -0.24 0.06 -1.64
N -0.01 1.04 -0.72
N 0.64 0.40 0.38
N 0.03 0.93 1.62
H -0.76 -1.93 -1.89
H -0.38 0.24 -2.64
H 1.00 1.48 -1.06
H 0.50 1.81 1.85
H -1.08 1.07 1.74
*
```

=====

Verdict on stability: run Q comes out at the bottom.

=====

Run P
Here is the molecule C3H6N4 from the Open Molecules 2025 dataset. Energies are from ωB97M-V with the def2-TZVPD basis set.

The HOMO-LUMO gap is 8.928 eV.

Structure (ORCA input):
```
! wB97M-V def2-TZVPD RIJCOSX def2/J DEFGRID3
* xyz 0 1
H -0.03 -0.27 2.70
N -0.51 -0.74 1.87
C -0.31 -0.35 0.64
N -1.28 -0.72 -0.30
C -0.76 -0.38 -1.54
N 0.26 0.36 -1.39
N 0.60 0.41 -0.05
C 1.69 1.27 0.46
H -1.88 -1.61 -0.15
H -1.33 -0.84 -2.43
H 1.43 1.98 1.22
H 2.18 1.62 -0.54
H 2.41 0.74 0.94
*
```

=====

Run Q
Here is a structure of composition C3H6N4 from the Open Molecules 2025 dataset. Energies are from ωB97M-V with the def2-TZVPD basis set.

The HOMO-LUMO gap is 10.051 eV.

Structure (ORCA input):
```
! wB97M-V def2-TZVPD RIJCOSX def2/J DEFGRID3
* xyz 0 1
C 1.57 0.18 0.41
C -0.04 1.53 -0.27
C -0.63 0.06 -0.37
H -0.69 -2.00 -0.28
H -0.14 -2.09 1.65
H 2.70 -0.19 0.54
H -0.16 2.03 -1.19
H -0.41 2.20 0.60
H -2.50 -0.22 -1.40
N 0.31 -1.91 0.52
N 0.23 -0.44 0.64
N 1.46 1.40 -0.03
N -1.71 -0.55 -0.82
*
```

=====

Verdict on stability: run Q comes out at the bottom.

=====

Run P
Here is the ion C4H6NO2 with charge +1 from the Open Molecules 2025 dataset. Energies are from ωB97M-V with the def2-TZVPD basis set.

The HOMO-LUMO gap (alpha / beta) is 8.046 / 8.043 eV.

Structure (ORCA input):
```
! wB97M-V def2-TZVPD RIJCOSX def2/J DEFGRID3
* xyz 1 1
C 2.93 0.23 0.10
C 2.41 1.22 -0.58
O 1.07 1.57 -0.86
N 0.17 0.97 -0.12
C -1.14 0.56 -0.23
O -2.24 0.50 0.33
C -3.40 -0.31 0.10
H 3.99 0.31 0.14
H 2.43 -0.52 0.80
H 2.91 1.99 -1.18
H -4.22 -0.23 0.91
H -3.10 -1.38 -0.05
H -3.91 0.12 -0.80
*
```

=====

Run Q
Here is the ion C4H6NO2 with charge +1 from the Open Molecules 2025 dataset. Energies are from ωB97M-V with the def2-TZVPD basis set.

The HOMO-LUMO gap is 8.189 eV.

Structure (ORCA input):
```
! wB97M-V def2-TZVPD RIJCOSX def2/J DEFGRID3
* xyz 1 1
C 1.13 0.04 0.28
C -0.61 0.66 -1.02
C 1.44 1.24 -0.54
C -1.06 -1.12 0.66
N -0.09 -0.23 -0.03
O -2.26 -0.60 0.47
O 0.30 1.47 -1.33
H 1.61 -0.44 1.07
H 1.66 2.09 0.10
H 2.42 0.94 -1.30
H -0.86 -2.09 0.25
H -2.80 -0.97 -0.29
H -0.86 -0.98 1.68
*
```

=====

Verdict on stability: run P comes out at the bottom.

=====

Run P
Here is the molecule C4H7FO from the Open Molecules 2025 dataset. Energies are from ωB97M-V with the def2-TZVPD basis set.

The HOMO-LUMO gap is 11.488 eV.

Structure (ORCA input):
```
! wB97M-V def2-TZVPD RIJCOSX def2/J DEFGRID3
* xyz 0 1
F -1.89 0.60 -1.90
C -1.39 0.14 -0.69
C 0.02 -0.46 -0.93
C 1.00 -0.14 0.18
C 0.88 0.02 1.62
O 0.98 1.14 0.75
H -2.10 -0.48 -0.18
H -1.34 1.12 -0.06
H 0.02 -1.47 -1.20
H 0.40 0.22 -1.68
H 1.97 -0.44 -0.21
H -0.15 -0.04 1.96
H 1.61 -0.22 2.36
*
```

=====

Run Q
Here is the molecule C4H7FO from the Open Molecules 2025 dataset. Energies are from ωB97M-V with the def2-TZVPD basis set.

The HOMO-LUMO gap is 10.518 eV.

Structure (ORCA input):
```
! wB97M-V def2-TZVPD RIJCOSX def2/J DEFGRID3
* xyz 0 1
O 1.05 -0.85 -2.53
C 1.27 -0.74 -1.13
C 0.01 -0.18 -0.40
C 0.19 -0.09 1.14
C -0.76 0.56 1.86
F -1.79 1.25 1.38
H 0.61 -0.07 -2.83
H 2.02 0.03 -0.91
H 1.55 -1.73 -0.77
H -0.86 -0.82 -0.44
H -0.18 0.80 -0.73
H 0.91 -0.62 1.76
H -0.68 0.64 2.90
*
```

=====

Run R
Here is the molecule C4H7FO from the Open Molecules 2025 dataset. Energies are from ωB97M-V with the def2-TZVPD basis set.

The HOMO-LUMO gap is 10.405 eV.

Structure (ORCA input):
```
! wB97M-V def2-TZVPD RIJCOSX def2/J DEFGRID3
* xyz 0 1
O 1.09 1.31 -0.16
C 0.23 0.25 -0.12
C -1.23 0.78 -0.02
F -2.10 -0.26 -0.14
C 0.58 -0.94 0.71
C 0.67 -0.95 -0.81
H 0.80 2.04 0.50
H -1.39 1.48 -0.89
H -1.42 1.17 0.94
H 1.52 -1.00 1.33
H -0.25 -1.42 1.18
H 1.64 -0.87 -1.26
H -0.14 -1.58 -1.26
*
```

=====

Run S
Here is a cluster of 2 separate species, C4H7FO in total from the Open Molecules 2025 dataset. Energies are from ωB97M-V with the def2-TZVPD basis set.

The HOMO-LUMO gap is 10.450 eV.

Structure (ORCA input):
```
! wB97M-V def2-TZVPD RIJCOSX def2/J DEFGRID3
* xyz 0 1
C -1.87 2.04 1.75
C -1.63 0.83 1.32
F -2.23 -0.20 1.91
H -2.49 2.19 2.62
H -1.27 2.74 1.20
H -0.96 0.48 0.47
C 1.97 -1.69 -1.78
C 1.06 -0.86 -1.32
O 0.27 -0.99 -0.23
H 2.51 -1.58 -2.81
H 2.16 -2.69 -1.20
H 0.77 0.01 -1.86
H 0.41 -1.99 -0.03
*
```

=====

Verdict on stability: run S comes out at the bottom.

=====

Run P
Here is a cluster of 2 separate species, H4O2 in total from the Open Molecules 2025 dataset. Energies are from ωB97M-V with the def2-TZVPD basis set.

The HOMO-LUMO gap is 11.357 eV.

Structure (ORCA input):
```
! wB97M-V def2-TZVPD RIJCOSX def2/J DEFGRID3
* xyz 0 1
O -1.16 -0.14 -0.05
H -1.22 0.83 -0.36
H -1.68 -0.06 0.70
O 1.55 0.07 0.08
H 0.55 -0.04 -0.02
H 1.96 -0.67 -0.35
*
```

=====

Run Q
Here is a cluster of 2 separate species, H4O2 in total from the Open Molecules 2025 dataset. Energies are from ωB97M-V with the def2-TZVPD basis set.

The HOMO-LUMO gap is 12.584 eV.

Structure (ORCA input):
```
! wB97M-V def2-TZVPD RIJCOSX def2/J DEFGRID3
* xyz 0 1
O -4.88 -1.93 -1.81
H -5.57 -1.62 -2.45
H -5.13 -1.30 -1.09
O 5.49 1.72 1.98
H 5.03 0.84 1.96
H 5.06 2.29 1.41
*
```

=====

Verdict on stability: run Q comes out at the bottom.